This record from the Open Molecules 2025 dataset describes a single C7H14O2S molecule at a distorted geometry. The level of theory is ωB97M-V with the def2-TZVPD basis set.

Last column: natural (NBO) charge in e.
Cartesian coordinates (Å):
1 C 0.88 -0.93 0.48  -0.0906
2 C 0.52 -0.04 -0.84  -0.2155
3 C 1.78 -0.41 1.61  -0.6378
4 C -0.30 -1.88 0.74  -0.6597
5 C 1.11 1.36 -0.99  -0.6151
6 C -1.91 0.93 -0.66  -0.6045
7 C -1.01 -0.08 -1.33  -0.3927
8 O 1.14 -2.58 -1.70  -0.8764
9 O 3.05 -1.17 -1.27  -0.8792
10 S 1.65 -1.38 -1.13  1.7996
11 H 2.77 -0.03 1.28  0.2585
12 H 1.70 -1.03 2.47  0.2366
13 H 1.12 0.55 1.95  0.2329
14 H -0.15 -2.52 1.55  0.2268
15 H -0.31 -2.57 -0.06  0.2549
16 H -1.28 -1.45 0.82  0.2272
17 H 1.07 1.52 -2.09  0.2213
18 H 1.99 1.50 -0.58  0.2195
19 H 0.37 2.02 -0.53  0.2271
20 H -1.76 1.96 -0.71  0.2171
21 H -1.91 0.51 0.42  0.1961
22 H -2.90 0.71 -1.02  0.2195
23 H -0.99 0.20 -2.37  0.2116
24 H -1.27 -1.08 -1.20  0.2228

Calculated values
Orbital gap (spin up / spin down), eV: 4.693 / 7.483
Lowest unoccupied orbital energy (spin up / spin down), eV: 0.69 / -3.12
2S+1: 3

***

This record from the Open Molecules 2025 dataset describes a molecular structure, C7H14O2Si at a distorted geometry. The level of theory is ωB97M-V with the def2-TZVPD basis set.

Last column: natural (NBO) charge in e.
Cartesian coordinates (Å):
1 C -1.09 -1.11 -0.03  0.3716
2 C -1.92 -2.09 -0.22  -0.4743
3 C -1.21 0.41 0.09  0.1947
4 C -1.67 0.95 -1.29  -0.5898
5 C -1.96 0.75 1.40  -0.6069
6 C 2.57 0.38 -1.48  -1.0906
7 C 2.57 -0.22 1.51  -1.1252
8 O 0.62 -1.53 -0.31  -0.9676
9 O 0.11 0.87 0.22  -0.8878
10 Si 1.41 -0.15 0.02  2.0679
11 H -1.67 -3.05 -0.35  0.2274
12 H -2.93 -1.98 -0.21  0.2172
13 H -1.12 0.54 -2.01  0.2146
14 H -1.54 1.97 -1.24  0.2151
15 H -2.67 0.87 -1.43  0.2022
16 H -2.94 0.47 1.44  0.2091
17 H -2.11 1.87 1.43  0.2207
18 H -1.57 0.24 2.20  0.2237
19 H 2.04 0.44 -2.40  0.2286
20 H 3.03 1.28 -1.28  0.2263
21 H 3.39 -0.24 -1.52  0.2273
22 H 2.21 -0.10 2.42  0.2305
23 H 2.98 -1.13 1.62  0.2357
24 H 3.46 0.56 1.43  0.2295

Calculated values
Orbital gap, eV: 10.415
Lowest unoccupied orbital energy, eV: 0.77